<one>
{
  "formula": "C3H13N2O",
  "method": "wB97M-V/def2-TZVPD",
  "symbols": ["H", "C", "H", "H", "O", "N", "H", "H", "H", "C", "H", "H", "H", "H", "H", "C", "H", "N", "H"],
  "positions_angstrom": [[-0.08, 1.85, 1.66], [-1.28, -1.14, 0.15], [-2.02, 0.22, 1.76], [-1.85, 0.97, 0.12], [2.81, 0.80, 0.12], [0.47, -0.17, -1.29], [-0.76, -1.83, 0.83], [3.27, 1.35, -0.53], [3.52, 0.39, 0.62], [-1.46, 0.26, 0.82], [-0.66, -1.77, -1.79], [0.83, 0.20, -2.15], [-2.28, -1.57, 0.21], [-1.61, -0.34, -1.81], [1.27, -0.54, -0.80], [-0.80, -0.83, -1.26], [0.38, 0.95, 0.32], [-0.15, 0.93, 1.22], [0.38, 0.28, 1.80]],
  "total_charge": 1,
  "e_lumo_ev": -3.034,
  "e_homo_ha": -0.4827,
  "orbital_gap_ev": 10.1
}

<two>
{
  "formula": "C3H13N2O",
  "method": "wB97M-V/def2-TZVPD",
  "symbols": ["H", "C", "O", "C", "H", "H", "H", "H", "H", "H", "C", "H", "H", "H", "N", "H", "H", "H", "N"],
  "positions_angstrom": [[-0.89, 0.80, -1.77], [0.90, -0.23, -0.75], [-1.63, -2.32, 0.90], [-0.60, 0.02, -1.06], [-2.02, 1.12, 0.05], [1.84, 2.26, 1.25], [2.70, 0.74, -0.28], [1.62, 0.72, 1.54], [-0.95, -0.95, -1.40], [-1.89, -0.34, 0.68], [1.65, 1.03, -0.38], [-2.52, -2.50, 1.21], [1.55, 1.84, -1.10], [-1.38, -3.20, 0.60], [1.23, 1.50, 1.01], [-0.57, 0.87, 0.82], [1.42, -0.75, -1.55], [0.85, -1.00, 0.02], [-1.33, 0.40, 0.22]],
  "total_charge": 1,
  "e_lumo_ev": -2.952,
  "e_homo_ha": -0.5207,
  "orbital_gap_ev": 11.2
}

<three>
{
  "formula": "C3H13N2O",
  "method": "wB97M-V/def2-TZVPD",
  "symbols": ["C", "N", "H", "H", "O", "H", "H", "C", "H", "H", "H", "C", "H", "H", "N", "H", "H", "H", "H"],
  "positions_angstrom": [[0.56, 2.02, 0.40], [1.75, 1.31, 0.95], [0.99, -1.25, -0.16], [0.05, 2.58, 1.22], [-1.34, -2.77, -1.18], [-1.44, 0.32, 0.94], [1.86, 1.70, 1.87], [-0.35, 1.19, -0.62], [-1.51, -2.65, -2.13], [2.51, 1.44, 0.30], [0.07, -1.79, 1.04], [-0.86, -0.12, 0.04], [1.02, 2.80, -0.28], [-1.22, 1.78, -1.10], [0.31, -0.91, 0.55], [-1.85, -3.54, -0.90], [-1.42, -0.76, -0.61], [0.84, -0.22, 1.16], [0.26, 0.80, -1.46]],
  "total_charge": 1,
  "e_lumo_ev": -2.904,
  "e_homo_ha": -0.5076,
  "orbital_gap_ev": 10.9
}

Which one is the least stable? From the structures above, <three>.